# C12H13AsMnN3OS5

A structure of composition C12H13AsMnN3OS5 (wB97M-V/def2-TZVPD, the Open Molecules 2025 dataset).

```
36
Properties=species:S:1:pos:R:3:forces:R:3
Mn 0.5118 2.2806 -0.7533 0.281 0.120 -0.172
S 3.4280 5.5815 -2.0786 -0.067 -0.073 0.126
As 2.3710 4.7242 -0.4719 -0.021 -0.017 0.100
S 2.8214 2.4926 -0.3668 0.152 0.140 0.035
S 0.1661 4.5620 -1.0091 0.010 0.189 0.022
S 2.5575 5.5197 1.4809 -0.060 -0.078 -0.146
N -1.1767 2.2852 1.1746 -0.324 0.108 0.190
C -1.9439 1.4141 0.4511 0.124 -0.103 0.333
S -2.2127 1.7079 -1.1583 -0.246 -0.122 -0.174
N -2.3352 0.3364 1.1818 -0.142 -0.349 -0.244
C -2.8045 -0.9531 0.8039 0.179 0.479 0.192
C -2.7230 -1.9241 1.7988 -0.031 -0.232 0.067
C -3.1591 -3.2171 1.5636 0.023 0.076 0.018
C -3.6837 -3.5582 0.3240 0.021 0.021 0.033
C -3.7673 -2.5857 -0.6576 0.006 0.154 -0.076
C -3.3393 -1.2799 -0.4327 -0.071 -0.166 -0.065
H -1.1635 3.2668 0.8935 0.178 -0.015 -0.185
H -1.0436 2.1175 2.1601 0.143 0.084 0.014
H -2.0554 0.3644 2.1493 -0.008 0.005 0.027
H -2.3069 -1.6653 2.7673 -0.003 -0.011 -0.019
H -3.0836 -3.9573 2.3499 0.002 0.008 -0.002
H -4.0233 -4.5670 0.1289 0.004 0.011 0.006
H -4.1788 -2.8324 -1.6283 0.004 -0.005 0.006
H -3.4147 -0.5323 -1.2030 0.004 0.019 -0.031
O 0.5970 0.1464 -0.7168 -0.245 -0.308 -0.119
N 1.8050 -0.3699 -0.7646 -0.121 0.182 0.051
C 2.3736 -0.8025 0.3679 0.353 -0.161 0.069
C 3.6645 -1.2984 0.3581 -0.465 0.130 0.215
C 4.3706 -1.3188 -0.8273 0.362 -0.142 -0.015
C 3.7754 -0.8441 -1.9764 -0.425 0.179 -0.211
C 2.4822 -0.3557 -1.9215 0.354 -0.120 -0.032
H 1.7531 -0.6974 1.2422 0.016 -0.018 0.031
H 4.1004 -1.6284 1.2899 0.010 0.004 -0.024
H 5.3898 -1.6809 -0.8499 -0.021 0.009 0.000
H 4.3009 -0.8072 -2.9193 0.010 0.003 0.022
H 1.9467 0.0765 -2.7502 0.013 0.000 -0.041
```
Forces are in eV/Å.

The HOMO energy (spin up / spin down) is -0.1242 / -0.1244 hartree. Its LUMO energy (spin up / spin down) is 1.94 / 1.93 eV. Its expectation value of S² is 8.76. As for the net charge: -1. Its spin multiplicity is 6. Its HOMO-LUMO gap (spin up / spin down) is 5.3 / 5.3 eV.